Formula: C21H56O7
Source: OMol25
Level of theory: ωB97M-V/def2-TZVPD

Summary:
**Total energy**: -1359.96513 hartree
**E_HOMO**: -0.3426 Eh
**Energy relative to the best compared isomer or geometry (same formula, charge and spin)**: 11.810 eV
**Spin multiplicity**: 1
**Structure (SMILES)**: CC(C)O.CC(C)O.CC(C)O.CC(C)O.CC(C)O.CC(C)O.CC(C)O

Geometry (Å):
1 C -1.43138 -1.97210 -3.71394
2 C -1.34538 -3.34510 -4.41994
3 C -0.89838 -3.17210 -5.89394
4 O -0.45538 -4.26010 -3.77494
5 H -1.74838 -1.87410 -2.88794
6 H -2.28938 -1.43210 -4.23794
7 H -0.68038 -1.28510 -3.58394
8 H -2.33838 -3.72310 -4.40294
9 H -1.51638 -2.74310 -6.46094
10 H -0.63238 -4.19710 -6.09594
11 H 0.00362 -2.59010 -5.97694
12 H 0.47562 -4.08410 -3.76594
13 C 1.37862 0.59290 1.69406
14 C 0.11662 0.78090 0.82506
15 C 0.39662 0.40990 -0.63494
16 O -0.92638 -0.04710 1.26506
17 H 1.77362 -0.42910 1.57806
18 H 1.20562 0.90490 2.67506
19 H 2.20662 1.18390 1.10706
20 H -0.09038 1.82790 0.65906
21 H -0.56738 0.55990 -0.97794
22 H 0.48962 -0.69610 -1.06194
23 H 1.16962 0.97190 -0.91294
24 H -1.94538 0.32990 1.00306
25 C 4.66362 -4.16910 -1.24094
26 C 3.92562 -3.07410 -1.90494
27 C 2.48162 -3.41310 -2.11094
28 O 3.97762 -1.83710 -1.26094
29 H 4.71362 -5.17410 -1.70194
30 H 4.09362 -4.40110 -0.39094
31 H 5.65062 -3.97910 -0.89394
32 H 4.37662 -2.97310 -2.87494
33 H 2.47162 -4.13810 -2.98294
34 H 2.04162 -2.42210 -2.08194
35 H 1.85962 -3.93010 -1.27994
36 H 4.87562 -1.61010 -0.96094
37 C -0.75038 4.57990 -0.72694
38 C -0.29038 4.85490 -2.28994
39 C -0.08038 3.61490 -2.98994
40 O -1.19538 5.70390 -2.91794
41 H 0.02062 3.96690 -0.17594
42 H -1.62438 3.78590 -0.91394
43 H -0.93238 5.34990 -0.07594
44 H 0.80162 5.49890 -2.15094
45 H -0.99038 2.93790 -3.11894
46 H 0.72762 3.12390 -2.58794
47 H 0.18462 3.77590 -4.02794
48 H -0.91938 6.57090 -3.33494
49 C -2.85238 3.44690 5.43706
50 C -1.68338 3.39090 4.57606
51 C -2.08238 3.54690 3.11706
52 O -0.69438 4.28590 4.92206
53 H -3.61938 2.80390 5.15406
54 H -3.35638 4.38890 5.65206
55 H -2.42538 3.29890 6.49806
56 H -1.35438 2.31090 4.56606
57 H -2.83238 2.73090 2.85706
58 H -1.40438 3.64790 2.31006
59 H -2.82738 4.40590 2.86506
60 H -1.01038 5.11190 4.80606
61 C 2.51762 -2.86610 3.04906
62 C 3.74862 -2.00910 2.78306
63 C 3.84962 -0.68810 3.64306
64 O 4.85962 -2.77610 2.86006
65 H 2.73562 -3.76010 2.56206
66 H 1.79762 -2.28710 2.38506
67 H 2.34562 -2.76610 4.03406
68 H 3.92462 -1.90710 1.67606
69 H 3.86162 -1.07910 4.62306
70 H 3.14262 0.26890 3.90506
71 H 4.88962 -0.33010 3.52506
72 H 5.62362 -2.50710 2.44506
73 C -3.90138 -0.90510 -1.02194
74 C -4.26338 -0.00910 0.23206
75 C -4.13238 -0.88210 1.54206
76 O -3.49838 1.12190 0.30106
77 H -2.93438 -1.19410 -0.67994
78 H -4.07138 -0.21110 -1.87394
79 H -4.66238 -1.60610 -1.22694
80 H -5.44938 0.28090 0.13306
81 H -4.71938 -1.86610 1.40906
82 H -4.81038 -0.41210 2.28906
83 H -3.21838 -1.07410 2.04706
84 H -3.92638 1.73990 -0.40894